{
  "formula": "C4H15N3O",
  "method": "wB97M-V/def2-TZVPD",
  "charge": 2,
  "de_lowest_kcal_mol": 19.5,
  "total_energy_ha": -400.3225,
  "orbital_gap_ev": 11.4,
  "e_homo_ev": -18.0109,
  "elements": ["C", "C", "C", "N", "C", "N", "N", "H", "H", "H", "H", "H", "H", "H", "H", "H", "H", "H", "H", "H", "H", "H", "O"],
  "xyz": [[1.6654, -0.1415, -0.6439], [1.4272, 1.1220, 0.1811], [0.4000, 0.9080, 1.3499], [-2.8099, -0.7404, 1.4891], [-1.7888, -0.0129, 1.8444], [-0.8815, 0.2898, 0.9091], [2.8385, -0.0287, -1.5828], [0.7364, -0.3335, -1.2032], [1.8943, -1.0008, 0.0050], [2.3021, 1.6634, 0.5082], [0.9655, 1.9092, -0.4776], [0.8137, 0.2426, 2.1044], [0.1485, 1.8837, 1.7847], [-3.6526, -0.6719, 2.0507], [-2.9307, -1.1754, 0.5853], [-1.4106, 0.3680, 2.7919], [-0.9605, -0.1036, -0.0202], [2.5094, 0.5405, -2.3695], [3.0982, -0.9414, -1.9640], [3.6713, 0.3507, -1.1268], [-2.8183, -2.1567, -2.1773], [-2.5599, -0.6340, -2.3453], [-2.6578, -1.3370, -1.6933]],
  "atomic_forces_ev_per_a": [[-0.09, -0.41, 1.28], [-1.93, 1.20, -0.69], [0.50, -0.05, -0.68], [-1.20, 0.51, 1.86], [2.04, 0.04, -2.91], [0.50, -0.07, 0.69], [-1.00, -0.04, -0.36], [0.78, -0.31, -0.24], [-0.22, 0.24, -0.20], [0.52, -0.44, 0.64], [0.21, -0.76, 0.28], [0.28, 0.17, 0.12], [0.31, -0.25, -0.05], [0.16, -0.49, 0.16], [0.26, 0.26, -0.54], [-1.53, -0.21, 0.55], [-0.34, 0.08, 0.03], [0.76, 0.23, -0.04], [-0.03, -0.08, -0.03], [-0.06, 0.30, -0.12], [-0.04, 0.14, -0.07], [-0.30, -0.20, -0.15], [0.41, 0.18, 0.47]]
}